Below is C40H49HoN2O7P2S3 as an isolated structure in a non-equilibrium geometry, with properties calculated with wB97M-V/def2-TZVPD.

Geometry as XYZ:
```
104
C40H49HoN2O7P2S3 wB97M-V/def2-TZVPD
Ho -0.19 0.41 -0.44
S -0.40 2.35 -3.02
S 2.18 1.26 2.21
S 2.25 -0.72 -2.45
P -1.38 2.01 1.61
P -3.15 0.30 -0.41
O -0.97 -1.18 -1.55
O 1.41 0.45 -1.93
O 1.48 0.60 1.04
O -0.62 2.28 -1.52
O -2.11 -5.67 1.01
O -2.69 -4.27 -0.61
O 0.90 -2.12 -0.83
N -1.08 -1.79 2.67
N -0.66 -1.29 1.51
C 4.74 1.44 1.07
C -4.35 -0.80 1.91
C 7.00 0.73 1.48
C -2.94 0.82 3.65
C 5.92 1.54 1.79
C 1.26 -1.46 -3.76
C 3.55 2.25 1.43
C -2.10 2.18 -3.72
C -2.71 0.93 2.28
C 6.89 -0.21 0.46
C 3.20 -0.06 3.01
C -0.35 4.15 -3.43
C -1.53 -3.34 1.19
C -3.86 -0.09 4.14
C -2.15 -4.47 0.44
C 0.52 -3.43 -4.90
C -0.93 -2.22 0.59
C 0.50 -0.67 -4.61
C 2.33 -2.39 2.84
C -3.42 0.10 1.40
C -2.36 3.41 -4.58
C -0.24 -1.27 -5.62
C -2.28 3.48 0.93
C 3.42 0.17 -3.54
C -1.76 4.59 -3.81
C -4.56 -0.91 3.27
C -0.23 -2.65 -5.76
C 5.71 -0.31 -0.26
C 2.34 -1.18 3.51
C 0.89 -2.12 5.19
C -4.63 1.38 -0.70
C -1.60 -3.02 2.53
C -3.86 -1.22 -1.15
C 1.63 -3.47 3.36
C 0.92 -3.34 4.54
C -0.31 -1.90 -0.75
C 4.64 0.50 0.04
C 1.27 -2.84 -3.90
C 1.60 -1.04 4.69
C -0.73 2.80 3.15
H -1.52 3.38 3.63
H 0.07 4.67 -2.58
H 0.33 4.24 -4.27
H -4.93 -1.30 -0.97
H 1.61 -0.10 5.22
H 3.91 -0.44 2.28
H 0.35 -2.02 6.12
H -0.81 -3.11 -6.55
H -2.33 3.40 -0.16
H 4.11 0.72 -2.92
H 1.67 -4.42 2.85
H 3.06 2.68 0.56
H -3.70 -1.14 -2.23
H -2.01 -3.56 3.36
H -3.28 3.56 1.35
H -4.87 1.38 -1.77
H 7.73 -0.85 0.23
H -3.35 -2.12 -0.82
H 7.91 0.82 2.04
H -2.76 2.14 -2.85
H -5.30 -1.61 3.65
H -2.42 1.45 4.35
H -4.03 -0.16 5.20
H 0.08 3.48 2.87
H -0.33 2.06 3.83
H 3.79 3.04 2.15
H 0.53 -4.51 -5.02
H -4.90 -1.44 1.23
H 2.89 0.85 -4.20
H -5.48 0.96 -0.16
H -2.17 1.24 -4.26
H 3.72 0.44 3.82
H -0.82 -0.66 -6.30
H -4.47 2.40 -0.37
H -1.71 4.37 1.19
H -0.94 -1.28 3.53
H -2.35 4.80 -2.93
H -1.60 -5.72 1.82
H -1.72 5.49 -4.43
H 5.63 -1.04 -1.06
H 3.97 -0.57 -4.12
H 0.40 -4.19 4.96
H 1.85 -3.44 -3.21
H 0.50 0.40 -4.49
H -3.42 3.54 -4.75
H 2.90 -2.50 1.93
H 6.00 2.26 2.59
H -1.86 3.30 -5.54
H 3.70 0.40 -0.49
```

Computed properties:
gap between HOMO and LUMO (spin up / spin down)	9.636 / 9.640	eV
multiplicity	5
total charge	+2



Below is C40H50AlGeO7S2Si as an isolated structure, with properties calculated with wB97M-V/def2-TZVPD.

Geometry as XYZ:
```
102
C40H50AlGeO7S2Si wB97M-V/def2-TZVPD
Ge -0.80 5.15 1.32
S 1.88 0.08 -0.16
S -1.61 -1.55 0.20
Si 1.51 -0.36 -2.16
Al -0.32 0.31 0.28
O -0.37 0.49 2.02
O -1.09 1.80 -0.23
O 1.72 -1.92 -2.61
O -1.19 3.17 -1.98
O -0.29 0.36 4.22
O -0.10 -0.08 -2.32
O 2.43 0.48 -3.22
C 3.34 -2.43 -4.29
C 3.07 1.76 -3.23
C -0.96 7.54 -2.17
C 3.40 2.02 -4.70
C -1.45 -1.37 3.07
C -0.90 6.46 -1.30
C -1.71 5.65 4.09
C -0.64 -0.09 3.15
C 2.90 -2.67 -2.85
C -2.24 0.47 -3.18
C -0.96 -0.30 -3.45
C -1.59 6.15 5.39
C 4.00 -2.28 -1.88
C 2.13 2.82 -2.69
C -2.73 3.47 -0.17
C 0.90 4.24 1.02
C -2.96 -3.71 3.26
C -1.24 -1.79 -3.57
C 1.17 3.07 1.73
C -0.47 6.87 5.75
C -0.71 5.86 3.15
C 2.38 2.41 1.58
C 0.42 6.58 3.54
C 2.51 -4.13 -2.65
C -1.09 9.05 -0.31
C 3.09 4.09 0.02
C -1.05 8.83 -1.67
C -0.94 6.66 0.09
C 0.54 7.09 4.83
C -2.52 -3.08 4.42
C 4.35 1.69 -2.41
C -1.60 2.77 -0.91
C -1.77 -1.93 4.31
C -2.31 3.91 1.23
C -0.28 0.22 -4.71
C 3.34 2.93 0.73
C -1.89 -2.00 1.90
C -2.64 -3.17 2.03
C 1.87 4.74 0.16
C -1.03 7.97 0.57
H -3.16 4.39 1.73
H 4.28 2.41 0.60
H 2.59 3.81 -2.78
H 1.68 5.64 -0.41
H -0.32 -2.35 -3.70
H -3.54 -4.62 3.32
H -0.96 0.13 -5.56
H 1.90 2.64 -1.64
H -2.60 5.08 3.83
H 4.25 -2.99 -4.52
H 4.83 2.66 -2.39
H -1.90 -1.97 -4.42
H -1.16 10.06 0.08
H -2.98 -3.66 1.13
H -2.76 -3.49 5.40
H -0.02 1.27 -4.58
H 2.55 1.49 2.12
H 1.69 -4.40 -3.31
H 3.84 4.49 -0.66
H -0.94 7.37 -3.23
H -2.38 5.96 6.11
H 2.55 -2.75 -4.98
H -3.07 4.31 -0.78
H 4.07 1.25 -5.08
H 2.49 2.02 -5.29
H -0.85 5.46 -1.70
H 3.64 -2.35 -0.85
H 3.35 -4.79 -2.85
H -1.09 9.67 -2.36
H -2.97 0.26 -3.96
H 5.04 0.96 -2.83
H 2.18 -4.29 -1.62
H -2.67 0.18 -2.22
H 4.12 1.40 -1.38
H 3.52 -1.37 -4.45
H -1.06 8.15 1.63
H 4.86 -2.93 -1.99
H -3.55 2.75 -0.09
H 0.63 -0.34 -4.92
H -2.03 3.03 1.81
H 4.32 -1.25 -2.05
H -1.41 -1.41 5.19
H 1.22 6.74 2.83
H -1.74 -2.15 -2.66
H 0.42 2.64 2.39
H -0.37 7.25 6.76
H 3.89 2.99 -4.81
H 1.43 7.64 5.11
H -2.04 1.54 -3.16
H 1.19 2.82 -3.24
```

Computed properties:
gap between HOMO and LUMO	7.753	eV
total charge	-1